H22O11 | ωB97M-V/def2-TZVPD

Relative energy (zero: lowest compared OMol25 entry of this formula, charge and spin) = 2.119 eV
Kohn-Sham gap = 10.4 eV
E_HOMO = -10.52 eV

Last column: natural (NBO) charge in e.
Atoms and positions in Å:
O 2.23 0.62 0.37  -0.977
H 1.66 1.21 -0.04  0.468
H 1.96 0.57 1.29  0.492
O -1.50 1.99 2.20  -0.990
H -2.21 2.12 2.86  0.476
H -2.02 1.74 1.38  0.499
O 2.67 -2.86 0.26  -0.927
H 3.54 -3.01 -0.17  0.465
H 3.00 -2.39 1.06  0.462
O -1.91 -1.17 -3.10  -0.947
H -2.74 -1.37 -2.66  0.457
H -1.25 -1.03 -2.40  0.488
O -2.12 1.32 -0.28  -0.950
H -2.70 0.61 -0.46  0.479
H -2.02 1.77 -1.12  0.500
O 0.00 -0.75 -0.48  -1.004
H -0.42 -0.13 0.10  0.475
H 0.96 -0.59 -0.37  0.514
O -0.84 -3.48 -1.18  -0.956
H -0.84 -3.95 -0.35  0.457
H -0.77 -2.54 -0.97  0.489
O 0.46 2.53 -0.55  -0.955
H 1.00 3.16 -0.07  0.489
H 0.16 3.13 -1.25  0.488
O 1.10 1.38 2.69  -0.963
H 0.33 1.53 2.14  0.500
H 0.99 0.55 3.12  0.480
O -0.60 -1.58 2.28  -0.921
H -0.57 -2.49 2.42  0.464
H -1.48 -1.51 2.00  0.458
O 0.96 1.51 -3.06  -0.951
H 1.79 1.41 -3.50  0.469
H 1.16 1.70 -2.15  0.472